Record 1
# C17H33CrO16

C17H33CrO16 as an isolated structure (ωB97M-V with the def2-TZVPD basis set, the Open Molecules 2025 dataset).

total charge = +1
largest force on an atom = 0.0717 hartree/bohr
2S+1 = 5
DFT total energy = -79340.4070 eV
orbital gap (alpha / beta) = 8.62 / 8.63 eV
<S²> = 6.01
LUMO level (alpha / beta) = -3.13 / -3.13 eV

Each line ends with the Mulliken spin population.
Geometry (Å):
Cr  -4.3050  -26.5846  -13.8352  3.992
O  -7.8851  -24.9026  -14.1419  0.000
C  -6.7346  -25.5126  -13.9921  0.029
O  -5.8417  -25.1186  -13.1382  -0.027
O  -6.2905  -26.4289  -14.7048  0.056
H  -8.1596  -24.5022  -13.2981  -0.003
C  -9.0787  -21.2400  -10.3802  0.000
C  -7.5501  -21.1128  -10.3570  0.000
C  -7.1050  -21.5869  -11.7780  0.000
O  -8.1308  -22.5339  -12.1140  -0.001
C  -9.3619  -22.3485  -11.3988  0.000
H  -9.6842  -20.3453  -10.4991  0.000
H  -9.2536  -21.6238  -9.3722  0.000
H  -7.1322  -21.8239  -9.6485  0.000
H  -7.2107  -20.0907  -10.1955  0.000
H  -6.1346  -22.0554  -11.6259  0.000
H  -7.0991  -20.7876  -12.5181  0.000
H  -9.5647  -23.2636  -10.8449  0.000
H  -10.1195  -22.0156  -12.1062  0.000
C  -3.2682  -29.3393  -10.3699  0.000
O  -4.3732  -29.8592  -11.0769  0.001
C  -4.9833  -29.1905  -12.0193  -0.004
O  -4.7240  -28.0308  -12.3128  0.014
O  -5.9206  -29.9385  -12.5200  0.003
C  -6.7112  -29.4759  -13.6372  -0.001
H  -2.3092  -29.5754  -10.8342  0.000
H  -3.2066  -29.6647  -9.3356  0.000
H  -3.2833  -28.2473  -10.3406  0.001
H  -7.2011  -28.5345  -13.3942  -0.001
H  -7.4065  -30.2604  -13.9062  0.000
H  -5.9748  -29.2616  -14.4112  0.003
C  -5.3886  -23.3114  -16.0282  0.004
O  -4.1276  -23.5360  -16.6463  0.003
C  -3.3520  -24.5266  -16.3852  -0.003
O  -3.5932  -25.4251  -15.5848  -0.036
O  -2.2245  -24.3838  -17.0666  0.000
C  -1.1293  -25.2321  -16.6743  0.000
H  -5.6520  -22.2595  -16.0830  0.000
H  -5.4169  -23.5540  -14.9636  0.000
H  -6.1905  -23.9011  -16.4706  0.000
H  -1.4419  -26.2722  -16.7519  0.000
H  -0.7611  -24.9915  -15.6793  0.001
H  -0.3403  -25.0521  -17.3982  0.000
C  -1.8378  -29.8523  -15.3207  0.000
O  -2.7594  -29.7392  -16.4275  0.000
C  -3.7643  -28.9201  -16.3285  0.001
O  -4.1118  -28.2293  -15.3891  -0.047
O  -4.2680  -28.7923  -17.5510  0.001
C  -5.4083  -27.9263  -17.7190  0.001
H  -2.3082  -30.4814  -14.5660  0.000
H  -1.7560  -28.8753  -14.8407  0.007
H  -0.8792  -30.1993  -15.6818  0.000
H  -6.1961  -28.3783  -17.1182  0.000
H  -5.7073  -27.9892  -18.7612  0.000
H  -5.1983  -26.8925  -17.4578  0.001
C  -7.4944  -22.9930  -5.9062  0.000
O  -6.4632  -23.2282  -6.8531  0.000
C  -6.7713  -23.8003  -7.9979  0.000
O  -7.8671  -24.1512  -8.3743  0.000
O  -5.6890  -23.8211  -8.7769  0.000
C  -5.8307  -24.4504  -10.0608  0.003
H  -7.2852  -23.4514  -4.9405  0.000
H  -8.5055  -23.1776  -6.2558  0.000
H  -7.4560  -21.9363  -5.6271  0.000
H  -5.6034  -25.5057  -9.9308  0.001
H  -5.1103  -24.0376  -10.7649  0.003
H  -6.7986  -24.1967  -10.4851  0.000

Record 2
# C2H4N3P

A single C2H4N3P molecule (ωB97M-V with the def2-TZVPD basis set, the Open Molecules 2025 dataset).

total charge = 0
largest force on an atom = 0.0780 hartree/bohr
DFT total energy = -15893.1971 eV
orbital gap (alpha / beta) = 8.68 / 9.14 eV
LUMO level (alpha / beta) = -0.32 / 0.00 eV
energy above the lowest of the compared OMol25 structures with the same formula, charge and spin = 90.62 kcal/mol

Each line ends with the Mulliken charge.
Geometry (Å):
C  -0.5500  -0.5606  0.7690  -0.355
C  0.3725  0.1948  -0.0909  0.697
N  -1.0598  -1.5648  0.1991  0.056
N  0.5694  -0.1489  -1.2659  -0.576
N  -0.9803  -1.6985  -1.0274  -0.505
P  1.2848  1.6805  0.6323  -0.118
H  -0.7755  -0.4082  1.8167  0.376
H  -0.2912  -2.2915  -1.2986  0.282
H  0.1420  2.4119  0.9011  0.053
H  1.2880  2.3852  -0.6354  0.089

Record 3
# C46H72O2P3SiSr

C46H72O2P3SiSr as an isolated structure (ωB97M-V with the def2-TZVPD basis set, the Open Molecules 2025 dataset).

total charge = +1
largest force on an atom = 0.0356 hartree/bohr
DFT total energy = -89543.1504 eV
orbital gap = 6.17 eV
LUMO level = -2.47 eV
energy above the lowest of the compared OMol25 structures with the same formula, charge and spin = 8.86 kcal/mol

Each line ends with the Mulliken charge.
Geometry (Å):
Sr  -0.4255  1.6469  0.3646  0.972
C  2.1050  3.4553  -2.9232  -1.618
C  3.1067  2.6951  -2.0408  0.621
C  4.4823  2.8887  -2.6979  -1.525
P  2.3595  0.9855  -1.7865  1.353
C  2.8209  0.2213  -3.4339  0.594
C  4.0549  -0.6724  -3.3830  -1.619
C  1.6420  -0.4579  -4.1279  -1.992
C  3.3402  0.1546  -0.4559  -0.439
C  4.6616  0.5166  -0.1926  -0.229
C  5.3892  -0.0556  0.8451  -0.959
C  4.7892  -1.0190  1.6375  -1.029
C  3.4672  -1.3770  1.3957  -0.127
C  2.7088  -0.8120  0.3647  0.911
Si  0.8193  -1.1445  0.1967  -0.756
C  0.8198  -2.3209  -1.3443  0.084
C  1.9602  -3.0962  -1.5906  -0.471
C  2.0046  -4.0839  -2.5607  -1.661
C  0.8896  -4.3177  -3.3483  -1.040
C  -0.2404  -3.5409  -3.1621  -0.037
C  -0.2929  -2.5481  -2.1786  0.362
P  -1.7885  -1.5253  -2.0059  0.817
C  -3.2391  -2.6950  -2.1545  0.846
C  -2.9686  -3.9060  -1.2552  -1.539
C  -3.7794  -3.1255  -3.5162  -1.508
C  -1.6575  -0.4706  -3.5467  2.185
C  -2.8399  0.4921  -3.6693  -1.537
C  -1.4048  -1.1539  -4.8883  -1.433
C  0.4382  -2.5115  1.5213  0.579
C  1.0442  -3.7703  1.3709  -0.091
C  0.7964  -4.8319  2.2188  -1.294
C  -0.1165  -4.6808  3.2545  -1.034
C  -0.7369  -3.4611  3.4286  -0.956
C  -0.4577  -2.3650  2.5959  0.268
P  -1.3021  -0.7810  2.9747  1.363
C  -0.6630  -0.3702  4.6859  0.604
C  -0.8514  -1.3769  5.8179  -1.899
C  0.8084  0.0168  4.5792  -0.990
C  -3.0414  -1.3204  3.3588  0.693
C  -3.8820  -0.0751  3.6472  -1.490
C  -3.6314  -2.1756  2.2388  -1.279
H  2.3335  4.5226  -2.9512  0.564
H  1.0684  3.3177  -2.6109  -0.129
H  2.1636  3.0901  -3.9515  0.395
H  3.1303  3.1407  -1.0388  0.389
H  4.4960  2.4919  -3.7132  0.245
H  5.3217  2.4502  -2.1683  0.463
H  4.6836  3.9595  -2.7771  0.480
H  3.0630  1.0945  -4.0421  0.495
H  3.8852  -1.5424  -2.7508  0.157
H  4.9295  -0.1478  -2.9968  0.381
H  4.2939  -1.0283  -4.3882  0.443
H  1.3978  -1.4179  -3.6780  0.461
H  1.8840  -0.6307  -5.1794  0.582
H  0.7472  0.1677  -4.0911  0.287
H  5.1474  1.2719  -0.7861  0.018
H  6.4119  0.2511  1.0220  0.453
H  5.3408  -1.4920  2.4404  0.437
H  3.0117  -2.1211  2.0385  0.485
H  2.8453  -2.9268  -0.9866  0.956
H  2.9044  -4.6702  -2.7018  0.434
H  0.9005  -5.0886  -4.1080  0.454
H  -1.0944  -3.7136  -3.8031  0.124
H  -4.0400  -2.1197  -1.6715  0.413
H  -2.3284  -4.6294  -1.7604  0.356
H  -3.9079  -4.4017  -1.0027  0.494
H  -2.4681  -3.6334  -0.3222  0.220
H  -3.0547  -3.6987  -4.0935  0.241
H  -4.1034  -2.2800  -4.1219  0.312
H  -4.6496  -3.7696  -3.3666  0.485
H  -0.7547  0.1124  -3.3032  -1.485
H  -3.7658  -0.0487  -3.8829  0.194
H  -2.6796  1.1884  -4.4959  0.562
H  -3.0136  1.0693  -2.7627  0.192
H  -2.2583  -1.7507  -5.2056  0.334
H  -0.5250  -1.7948  -4.8679  0.316
H  -1.2368  -0.3927  -5.6550  0.464
H  1.7347  -3.9308  0.5521  0.579
H  1.2996  -5.7782  2.0647  0.444
H  -0.3434  -5.5061  3.9172  0.436
H  -1.4694  -3.3689  4.2195  0.445
H  -1.2248  0.5278  4.9551  0.296
H  -0.1932  -2.2379  5.7000  0.401
H  -1.8757  -1.7364  5.9162  0.351
H  -0.5901  -0.8960  6.7635  0.511
H  1.4128  -0.8433  4.2757  0.236
H  1.1903  0.3686  5.5400  0.573
H  0.9623  0.8196  3.8570  -0.226
H  -3.0235  -1.9363  4.2594  0.332
H  -3.8539  0.6178  2.8051  0.130
H  -3.5312  0.4548  4.5357  0.298
H  -4.9246  -0.3486  3.8243  0.511
H  -3.4137  -1.7870  1.2440  0.015
H  -4.7167  -2.2454  2.3418  0.557
H  -3.2265  -3.1874  2.2583  0.248
C  -0.4837  5.7289  3.7258  -1.576
C  -0.2665  4.2643  3.3288  0.119
C  -1.0676  3.3423  4.2389  -1.763
C  -0.6074  4.0860  1.8662  1.173
C  0.3605  4.3346  0.8929  -1.148
C  0.0301  4.3647  -0.4488  -0.214
C  -1.2770  4.1261  -0.8783  1.187
C  -1.6547  4.3035  -2.3243  -1.546
C  -2.2370  3.8484  0.0884  -1.584
C  -1.9099  3.8344  1.4382  -0.036
H  -0.1990  5.8778  4.7674  0.439
H  -1.5359  6.0000  3.6159  0.372
H  0.1054  6.4110  3.1116  0.360
H  0.7973  4.0329  3.4363  0.388
H  -2.1092  3.6613  4.3167  0.405
H  -0.6519  3.3467  5.2467  0.509
H  -1.0535  2.3162  3.8732  0.143
H  1.3627  4.5958  1.2139  0.504
H  0.7722  4.6869  -1.1694  0.581
H  -2.6584  3.9322  -2.5210  0.433
H  -0.9594  3.7900  -2.9906  0.298
H  -1.6299  5.3632  -2.5836  0.343
H  -3.2731  3.7319  -0.2050  0.433
H  -2.6933  3.7028  2.1736  0.298
O  -3.1812  0.7320  0.2832  -0.209
H  -2.7409  -0.1325  0.1459  -0.474
H  -4.1148  0.5881  0.0989  0.202
O  2.1772  1.6963  1.9830  -0.443
H  2.9977  1.8183  1.4841  0.263
H  2.2196  0.7701  2.2618  0.035